Record 1
The following is a DFT calculation (ωB97M-V/def2-TZVPD) of C39H55N7OPbS3Te as an isolated structure in a non-equilibrium geometry.

Last column: Mulliken charge in e.
CARTESIAN COORDINATES (ANGSTROEM)
Pb -1.192 1.460 0.940  0.84
C 2.102 2.124 2.043  -1.15
N 0.975 1.756 2.901  1.61
C 0.596 2.848 3.809  -1.14
C -0.906 3.076 3.935  -0.98
N -1.575 3.483 2.690  1.48
C -0.950 4.635 2.016  -1.02
C -2.973 3.780 2.982  -1.04
C -3.259 4.873 3.799  -0.21
C -4.554 5.226 4.131  -1.02
C -5.599 4.463 3.626  -0.58
C -5.335 3.392 2.800  -0.71
C -4.024 3.020 2.447  1.06
S -3.844 1.647 1.386  -0.61
C 1.242 0.525 3.618  -1.46
C 2.354 0.462 4.457  -0.17
C 2.647 -0.661 5.207  -0.92
C 1.802 -1.761 5.123  -0.68
C 0.712 -1.725 4.279  -0.66
C 0.403 -0.594 3.499  1.07
S -1.019 -0.709 2.491  -0.61
H 2.993 2.428 2.611  0.40
H 1.809 2.940 1.384  0.40
H 2.366 1.266 1.424  -0.11
H 1.066 3.775 3.470  0.52
H 0.968 2.645 4.818  0.46
H -1.043 3.837 4.718  0.45
H -1.394 2.160 4.281  0.37
H -0.623 5.407 2.726  0.33
H -1.684 5.067 1.339  0.34
H -0.104 4.313 1.407  0.21
H -2.440 5.471 4.180  0.28
H -4.735 6.079 4.773  0.37
H -6.624 4.717 3.874  0.36
H -6.145 2.798 2.397  0.41
H 3.003 1.329 4.531  0.37
H 3.517 -0.681 5.852  0.38
H 1.993 -2.643 5.724  0.38
H 0.048 -2.575 4.191  0.44
C -2.467 0.749 -3.834  -1.08
N -2.390 1.790 -2.832  0.11
C -3.456 2.475 -2.338  0.40
S -3.263 4.016 -1.758  -0.40
N -4.646 1.825 -2.424  -0.16
C -5.867 2.288 -1.785  -0.98
H -1.623 0.837 -4.516  0.24
H -3.383 0.858 -4.418  0.49
H -2.439 -0.263 -3.412  0.26
H -1.495 2.210 -2.637  0.04
H -4.595 0.831 -2.579  0.20
H -5.754 3.344 -1.563  0.36
H -6.042 1.762 -0.846  0.27
H -6.712 2.143 -2.461  0.33
C 2.456 2.676 -1.787  -1.66
C 1.112 2.290 -1.158  0.36
O 0.433 3.214 -0.629  -0.52
N 0.733 1.033 -1.203  0.41
Te 1.979 -0.774 -0.832  1.07
C 0.769 -1.821 -2.249  0.32
C 0.572 -1.377 -3.563  0.93
C 1.316 -0.213 -4.165  -1.75
C -0.318 -2.060 -4.392  -0.95
C -1.014 -3.175 -3.959  0.82
C -1.991 -3.900 -4.846  -1.86
C -0.786 -3.622 -2.663  -0.90
C 0.089 -2.971 -1.803  1.11
C 0.266 -3.533 -0.417  -1.32
C 3.407 -2.540 -0.809  -1.15
C 4.017 -3.088 -1.939  1.50
C 3.786 -2.498 -3.307  -1.41
C 4.864 -4.189 -1.817  -0.92
C 5.136 -4.759 -0.584  0.78
C 6.013 -5.977 -0.456  -1.62
C 4.579 -4.168 0.545  -1.04
C 3.737 -3.066 0.454  1.37
C 3.210 -2.448 1.726  -1.31
H 2.615 3.743 -1.651  0.43
H 2.460 2.445 -2.853  0.38
H 3.259 2.109 -1.310  0.21
H 1.737 0.415 -3.390  -0.07
H 0.654 0.395 -4.785  0.44
H 2.122 -0.578 -4.807  0.38
H -0.461 -1.702 -5.407  0.29
H -2.076 -3.416 -5.819  0.37
H -2.979 -3.927 -4.382  0.36
H -1.675 -4.932 -5.003  0.38
H -1.318 -4.499 -2.308  0.38
H -0.486 -4.296 -0.216  0.46
H 0.173 -2.758 0.348  -0.12
H 1.255 -3.984 -0.312  0.28
H 3.753 -1.410 -3.244  0.13
H 2.834 -2.839 -3.721  0.20
H 4.581 -2.790 -3.996  0.39
H 5.323 -4.607 -2.709  0.29
H 6.379 -6.298 -1.431  0.35
H 5.456 -6.803 -0.010  0.32
H 6.873 -5.773 0.186  0.34
H 4.807 -4.583 1.524  0.35
H 3.536 -3.015 2.599  0.46
H 2.120 -2.406 1.737  -0.09
H 3.573 -1.424 1.838  0.28
N -3.211 -1.081 -0.753  -0.84
N -1.903 -0.517 -0.703  1.08
H -3.507 -1.251 -1.706  0.23
H -3.851 -0.435 -0.307  0.19
H -1.599 -0.084 -1.569  -0.48
H -1.248 -1.249 -0.464  -0.17

Force components x, y, z for each atom (eV/Å):
Pb 0.3 0.3 -0.2
C 0.0 0.0 -0.1
N 0.1 -0.1 0.1
C -0.2 0.0 -0.1
C 0.2 -0.1 0.0
N -0.5 0.2 0.2
C 0.1 -0.1 0.0
C -0.1 0.0 0.0
C 0.0 0.0 0.0
C 0.1 0.0 0.0
C -0.1 0.1 0.0
C 0.0 0.0 0.0
C 0.0 0.1 0.1
S -0.2 -0.3 0.0
C -0.1 -0.1 0.0
C 0.0 0.1 0.0
C 0.1 0.0 0.0
C 0.0 0.0 0.0
C 0.0 0.1 0.0
C 0.1 0.1 0.0
S -0.1 -0.2 0.2
H 0.0 0.0 0.0
H 0.0 0.0 0.0
H 0.0 0.0 0.0
H 0.0 0.0 0.0
H 0.1 0.1 0.0
H 0.0 0.0 0.0
H 0.0 0.0 0.0
H 0.0 0.0 0.0
H 0.0 0.0 0.0
H 0.1 0.0 0.0
H 0.0 0.0 0.0
H 0.0 0.0 0.0
H 0.0 0.0 0.0
H 0.0 0.0 0.0
H 0.0 0.0 0.0
H 0.0 0.0 0.0
H 0.0 0.0 0.0
H 0.0 0.0 0.0
C -0.1 -0.1 0.1
N 0.0 -0.1 0.0
C -0.1 -0.1 -0.2
S 0.0 0.3 0.2
N 0.0 0.0 0.1
C 0.0 0.1 -0.2
H 0.0 0.0 0.1
H 0.0 0.0 0.0
H 0.0 0.0 -0.1
H 0.0 0.1 -0.1
H 0.1 0.0 0.0
H 0.0 0.0 0.0
H 0.0 0.0 0.0
H 0.0 0.0 0.0
C -0.1 -0.2 0.2
C 0.1 0.5 0.0
O 0.2 0.0 -0.3
N -0.7 0.6 -0.4
Te 1.0 -1.1 0.0
C -0.1 0.1 0.0
C 0.1 0.1 0.1
C -0.1 -0.1 0.1
C 0.0 -0.1 0.0
C 0.0 0.0 0.0
C 0.1 0.0 0.0
C 0.0 0.0 -0.1
C 0.0 -0.1 0.1
C -0.1 0.0 0.0
C -0.1 0.2 0.1
C -0.1 0.2 -0.1
C 0.0 -0.1 0.0
C 0.0 -0.1 0.0
C 0.0 0.0 0.0
C -0.1 0.1 0.0
C 0.0 -0.1 0.0
C 0.0 0.0 0.0
C 0.0 -0.1 0.0
H 0.0 0.0 0.0
H 0.1 0.0 0.0
H 0.0 0.0 -0.1
H 0.1 0.1 -0.1
H 0.0 0.0 0.0
H 0.0 0.0 0.0
H 0.0 0.0 0.0
H 0.0 0.0 0.0
H 0.0 0.0 -0.1
H 0.0 0.0 0.0
H 0.0 0.0 0.0
H 0.0 0.0 0.0
H 0.0 0.0 0.0
H 0.0 0.0 0.0
H 0.0 0.0 -0.1
H 0.0 0.0 0.0
H 0.0 0.0 0.0
H 0.0 0.0 0.0
H 0.0 0.0 0.0
H 0.0 0.0 0.0
H 0.0 0.0 0.0
H 0.0 0.0 0.0
H 0.0 0.0 0.0
H 0.0 0.0 0.0
H -0.1 0.0 0.1
N 0.0 0.1 0.0
N -0.2 -0.1 0.1
H 0.0 -0.1 0.0
H -0.1 0.0 -0.1
H 0.0 0.0 0.0
H 0.1 0.0 0.0

## Properties
- <S²> = 0.763
- spin multiplicity = 2
- lowest unoccupied orbital energy (spin up / spin down) (eV) = 2.29 / 1.83
- charge = -1
- HOMO (spin up / spin down) (hartree) = -0.1546 / -0.1581
- largest force on an atom (eV Å⁻¹) = 1.442

---

Record 2
The following is a DFT calculation (ωB97M-V/def2-TZVPD) of a single C2H3BrO molecule in a non-equilibrium geometry.

Last column: Mulliken charge in e.
CARTESIAN COORDINATES (ANGSTROEM)
C -1.000 0.427 0.146  -0.73
C 0.142 -0.014 -0.330  0.15
O 0.871 -0.931 0.249  -0.36
Br 2.632 -0.826 0.450  0.09
H -1.779 0.954 -0.415  0.27
H -1.426 -0.177 0.984  0.23
H 0.559 0.566 -1.085  0.35

Force components x, y, z for each atom (eV/Å):
C -2.6 -2.1 1.3
C -0.3 2.8 -0.2
O -0.5 -2.6 1.3
Br 0.9 0.5 -0.2
H 0.9 0.3 0.0
H 0.4 0.8 -0.4
H 1.1 0.4 -1.9

## Properties
- lowest unoccupied orbital energy (eV) = -0.44
- HOMO (hartree) = -0.3438
- largest force on an atom (eV Å⁻¹) = 3.543
- structure (SMILES) = C=COBr
- ΔE to the lowest compared entry with this formula, charge and spin (kJ/mol) = 267.8

---

Record 3
The following is a DFT calculation (ωB97M-V/def2-TZVPD) of a 2-piece molecular cluster, C2H3ClO2S overall in a non-equilibrium geometry.

Last column: Mulliken charge in e.
CARTESIAN COORDINATES (ANGSTROEM)
C -0.828 -0.891 -0.056  -0.53
C 1.441 0.739 -0.724  0.06
O -1.685 1.270 1.283  -0.51
O 1.096 2.006 -0.592  -0.25
S -1.650 0.569 -0.056  0.38
Cl 2.405 0.196 0.547  -0.10
H -0.779 -1.491 -0.957  0.34
H -0.245 -1.261 0.871  0.32
H 1.201 2.534 0.211  0.30

Force components x, y, z for each atom (eV/Å):
C -0.1 1.6 1.9
C -0.6 1.7 -1.1
O 0.4 -1.0 -1.9
O -0.5 -1.0 -1.1
S 0.8 -1.7 1.7
Cl 0.8 -0.3 1.4
H -0.1 0.3 -0.1
H -1.2 0.7 -1.6
H 0.6 -0.3 0.7

## Properties
- lowest unoccupied orbital energy (eV) = -0.56
- HOMO (hartree) = -0.3384
- largest force on an atom (eV Å⁻¹) = 2.534
- ΔE to the lowest compared entry with this formula, charge and spin (kJ/mol) = 351.3

---

Record 4
The following is a DFT calculation (ωB97M-V/def2-TZVPD) of a 2-piece molecular cluster, C6H6 overall in a non-equilibrium geometry.

Last column: Mulliken charge in e.
CARTESIAN COORDINATES (ANGSTROEM)
C -1.350 0.768 -1.891  -0.18
C -1.022 0.370 -0.713  0.03
C -2.367 -0.090 -1.007  -0.56
C 2.258 -0.594 0.933  -0.45
C 1.668 0.284 2.042  -0.20
C 0.962 0.198 0.947  -0.12
H -1.214 1.040 -2.917  0.35
H -3.333 0.325 -0.619  0.19
H -2.585 -1.054 -1.190  0.23
H 3.098 -0.258 0.221  0.18
H 2.193 -1.632 1.143  0.19
H 1.692 0.642 3.051  0.34

Force components x, y, z for each atom (eV/Å):
C 0.1 -1.0 0.8
C 1.2 0.7 0.6
C -1.2 3.0 1.0
C 0.3 1.3 -1.4
C -1.8 0.8 -1.2
C 0.5 -0.5 0.0
H 0.0 0.3 0.0
H 1.2 0.6 -0.1
H 0.0 -3.6 -1.1
H -1.1 -0.5 1.4
H 0.3 -1.0 -0.2
H 0.5 -0.1 0.2

## Properties
- lowest unoccupied orbital energy (spin up / spin down) (eV) = -0.87 / -0.76
- HOMO (spin up / spin down) (hartree) = -0.3227 / -0.3308
- largest force on an atom (eV Å⁻¹) = 3.748
- ΔE to the lowest compared entry with this formula, charge and spin (kJ/mol) = 993.6

---

Record 5
The following is a DFT calculation (ωB97M-V/def2-TZVPD) of an isolated ion of composition C4H6NS and charge +1 in a non-equilibrium geometry.

Last column: Mulliken charge in e.
CARTESIAN COORDINATES (ANGSTROEM)
C 1.494 -2.079 0.333  -1.04
C 0.765 -0.914 -0.005  0.61
N 0.137 0.066 -0.075  0.01
C -0.334 1.317 0.230  0.08
C -1.354 2.043 -0.236  -0.26
S -2.588 1.679 -1.301  -0.03
H 1.362 -2.917 -0.490  0.31
H 1.230 -2.520 1.291  0.32
H 2.559 -1.959 0.418  0.34
H 0.221 1.738 1.160  0.27
H -1.383 3.121 -0.012  0.29
H -2.110 0.425 -1.312  0.11

Force components x, y, z for each atom (eV/Å):
C 0.3 -3.2 -1.8
C -1.5 2.6 0.4
N 0.8 -2.4 0.1
C 1.6 1.7 2.9
C 0.3 1.4 -0.3
S -0.2 -1.1 -0.6
H 0.0 1.7 1.5
H -0.7 0.2 0.1
H 0.6 0.7 -0.3
H -0.7 -0.7 -2.0
H 0.2 -0.7 0.7
H -0.7 -0.3 -0.6

## Properties
- lowest unoccupied orbital energy (eV) = -4.64
- charge = +1
- HOMO (hartree) = -0.4843
- largest force on an atom (eV Å⁻¹) = 3.767
- structure (SMILES) = CC#[N+]/C=C\S
- ΔE to the lowest compared entry with this formula, charge and spin (kJ/mol) = 122.7

---

Record 6
The following is a DFT calculation (ωB97M-V/def2-TZVPD) of a 14-piece molecular cluster, C22H72N4O14 overall in a non-equilibrium geometry.

Last column: Mulliken charge in e.
CARTESIAN COORDINATES (ANGSTROEM)
C -10.661 17.271 -1.426  -0.47
C -11.054 18.725 -1.461  -0.52
O -10.253 19.396 -2.419  -0.58
H -11.438 16.754 -0.841  0.48
H -9.703 17.132 -0.962  0.04
H -10.612 16.814 -2.364  -0.10
H -10.910 19.167 -0.472  0.39
H -12.057 18.846 -1.849  0.41
H -10.617 20.250 -2.687  0.20
C -5.196 14.350 -5.723  -1.01
C -5.438 14.354 -7.138  0.37
O -4.363 14.834 -7.841  -0.64
H -4.303 13.847 -5.272  0.51
H -5.924 13.741 -5.200  0.29
H -5.270 15.412 -5.463  0.10
H -6.166 15.138 -7.401  -0.50
H -5.701 13.460 -7.643  0.54
H -4.716 15.224 -8.674  0.35
C -8.845 16.443 -7.546  -0.53
C -8.536 17.223 -8.832  -1.09
O -9.035 18.524 -8.603  -0.58
H -8.501 16.879 -6.581  0.17
H -8.279 15.504 -7.608  0.61
H -9.888 16.099 -7.536  0.54
H -9.133 16.925 -9.675  0.50
H -7.425 17.169 -9.012  0.11
H -10.005 18.421 -8.646  0.34
C -3.958 15.725 -2.589  0.07
C -2.904 16.067 -3.572  -0.97
O -3.009 17.425 -3.907  -0.65
H -4.917 15.855 -3.038  -0.17
H -3.773 16.412 -1.711  -0.34
H -3.930 14.713 -2.250  0.63
H -2.916 15.445 -4.534  0.21
H -2.017 15.846 -3.039  0.59
H -2.077 17.671 -3.952  0.46
C -6.741 13.803 -1.057  -0.83
C -7.728 14.630 -0.198  0.24
O -7.682 14.347 1.193  -0.64
H -5.709 13.958 -0.814  0.29
H -6.830 14.086 -2.093  -0.05
H -6.982 12.790 -0.898  0.47
H -8.710 14.647 -0.601  0.36
H -7.427 15.685 -0.240  -0.13
H -6.755 14.251 1.486  0.34
C -11.301 17.445 -5.042  0.55
C -12.573 17.629 -5.943  -0.99
O -13.719 17.400 -5.165  -0.52
H -11.239 16.442 -4.617  0.39
H -11.235 18.103 -4.136  -0.10
H -10.380 17.604 -5.701  -0.57
H -12.461 17.092 -6.785  0.53
H -12.559 18.624 -6.343  0.39
H -14.428 17.294 -5.839  0.31
C -3.328 20.874 -1.245  -2.18
C -3.206 19.558 -1.963  0.63
O -2.167 18.853 -1.418  -0.68
H -3.654 20.668 -0.300  0.52
H -4.100 21.515 -1.544  0.48
H -2.364 21.313 -1.284  0.46
H -3.054 19.764 -2.982  0.57
H -4.129 19.029 -1.871  -0.13
H -1.834 18.376 -2.116  0.41
C -5.154 21.322 -6.080  -1.51
C -4.729 20.676 -4.675  0.44
O -5.891 20.591 -3.894  -0.49
H -4.310 21.847 -6.512  0.44
H -5.948 22.032 -6.025  0.37
H -5.459 20.700 -6.898  0.26
H -3.938 21.176 -4.192  0.79
H -4.200 19.659 -4.774  -0.41
H -6.316 19.806 -4.169  -0.16
C -6.980 17.718 -3.463  1.16
O -6.797 17.450 -2.115  -0.49
N -8.070 18.171 -3.910  2.23
N -6.090 17.857 -4.407  2.01
H -8.856 18.235 -3.278  -1.16
H -8.276 18.598 -4.814  -1.25
H -5.121 17.625 -4.171  -1.16
H -6.267 17.874 -5.475  -0.73
C -9.126 20.248 -5.848  0.54
O -10.397 20.257 -6.361  -0.78
N -8.870 20.969 -4.804  0.03
N -8.126 19.674 -6.376  0.11
H -9.620 21.420 -4.338  0.27
H -7.939 21.174 -4.404  0.16
H -8.409 19.133 -7.253  -0.25
H -7.253 19.715 -6.040  0.15
C -4.455 17.987 -7.281  -1.05
O -5.864 18.093 -7.023  -0.55
H -4.213 17.196 -7.882  0.48
H -3.932 17.687 -6.401  0.15
H -4.015 18.909 -7.607  0.44
H -6.250 18.290 -7.879  0.18
C -4.622 16.996 0.784  -0.46
O -3.318 17.566 0.749  -0.65
H -5.324 17.647 0.283  0.06
H -4.843 16.987 1.820  0.40
H -4.556 16.013 0.212  0.26
H -3.131 18.014 -0.015  0.38
C -7.683 20.392 -0.400  -0.47
O -6.340 20.470 -0.938  -0.43
H -8.302 20.322 -1.270  -0.04
H -8.039 21.247 0.072  0.52
H -7.941 19.442 0.128  0.22
H -6.239 19.533 -1.353  0.00
C -8.773 14.761 -4.659  0.78
O -8.817 13.803 -3.642  -0.58
H -7.761 14.589 -5.052  -0.61
H -8.929 15.720 -4.090  -0.14
H -9.380 14.772 -5.580  0.31
H -9.672 13.815 -3.222  0.33

Force components x, y, z for each atom (eV/Å):
C -0.8 0.4 1.7
C 0.0 0.2 -0.6
O 1.0 0.4 -0.5
H 0.4 0.0 -0.1
H 0.5 0.0 0.4
H -0.1 -0.5 -1.7
H -0.3 0.1 0.0
H -0.7 -0.2 0.6
H -0.1 -0.4 0.3
C 0.5 -0.5 2.8
C -1.4 0.8 -2.3
O 2.7 1.5 -2.2
H 0.0 0.8 -1.2
H -0.8 0.4 0.1
H 0.3 -0.4 0.9
H -1.0 -0.7 0.8
H -0.8 -1.4 0.2
H 0.7 -0.6 0.9
C 0.7 -1.9 -0.6
C -0.1 -0.3 1.6
O -0.1 1.0 -0.7
H -0.5 0.2 -0.9
H -0.1 -0.1 0.1
H 0.1 0.6 0.3
H 0.5 -1.2 -0.6
H -1.2 0.6 -0.2
H 0.5 0.7 0.3
C -0.1 1.0 0.8
C -0.5 -2.2 -1.4
O 0.9 0.7 -0.2
H -0.9 0.4 0.2
H -0.7 -0.8 -0.9
H 0.3 -0.8 0.2
H 0.0 0.6 1.3
H 1.6 0.0 0.1
H -0.3 0.7 -0.6
C -1.0 1.2 0.5
C 3.0 1.7 0.0
O -0.1 -1.0 0.5
H 0.6 0.3 0.6
H -0.3 -0.1 -0.4
H -0.2 -1.5 -0.2
H -1.1 -0.7 0.1
H 0.0 0.0 -0.6
H -0.7 0.2 -0.5
C 0.4 0.5 -0.7
C 2.1 2.3 3.8
O -1.3 -0.6 -1.3
H -0.2 -0.3 -0.3
H -0.3 -0.1 -1.3
H -1.3 -0.1 1.1
H 0.0 -2.9 -2.8
H 0.0 1.1 0.2
H 0.3 0.1 1.1
C 0.7 -0.8 -1.2
C -1.8 2.1 0.3
O 0.6 0.6 2.5
H -0.2 -0.5 3.0
H -1.0 0.9 -1.3
H 0.8 0.8 0.3
H 0.4 0.0 -1.4
H -0.9 -0.7 -0.1
H 1.4 -2.0 -1.9
C 1.9 -0.2 0.8
C -0.8 -1.5 -2.8
O 0.8 1.6 0.9
H 0.4 0.3 0.0
H -0.5 0.7 0.8
H -0.2 -1.2 0.0
H 0.3 1.6 0.7
H -1.2 1.0 -0.4
H -0.6 -1.7 0.0
C 1.9 -0.6 7.0
O -0.3 0.8 -6.1
N -6.8 1.1 0.0
N 4.9 -1.4 -2.8
H 0.0 0.1 0.1
H 0.7 -0.8 0.5
H -0.5 0.2 -0.1
H 0.0 -0.2 2.5
C -8.5 2.6 -2.0
O 5.3 -0.8 1.9
N 1.2 2.2 3.4
N -1.4 -3.7 -5.2
H -0.6 0.3 0.0
H -0.6 -0.5 -0.6
H 0.7 0.9 1.0
H 3.7 0.4 1.2
C -0.2 1.1 1.6
O 0.8 -0.1 -1.0
H 0.2 -1.8 -2.2
H 0.0 0.1 1.2
H 0.0 0.6 -0.3
H -0.4 0.1 0.0
C 1.4 -0.2 -1.9
O -0.4 -1.7 3.3
H -0.5 0.1 -0.2
H -0.6 -0.8 0.9
H -0.7 0.8 1.2
H 0.7 1.6 -3.1
C 0.3 -2.3 -2.0
O -0.5 -2.4 0.3
H -0.8 -0.1 -0.7
H 0.2 1.6 1.4
H 0.7 0.8 0.2
H -0.1 2.2 0.8
C 1.2 1.6 0.6
O -0.6 -1.5 -0.3
H -0.1 1.0 0.1
H 0.6 -0.3 -1.4
H -0.7 -0.8 0.7
H -0.5 0.0 0.3

## Properties
- lowest unoccupied orbital energy (eV) = -0.18
- HOMO (hartree) = -0.3379
- largest force on an atom (eV Å⁻¹) = 9.088
- ΔE to the lowest compared entry with this formula, charge and spin (kJ/mol) = 372.1